Entry 1:
Below is C44H60IN2O2Ru as an isolated structure, with properties calculated with the ωB97M-V functional and the def2-TZVPD basis.

## Properties
ΔE to the lowest compared entry with this formula, charge and spin: 0.6 kcal/mol
Energy: -64354.3219 eV
Net charge: +1
2S+1: 5
Maximum force: 0.528 eV Å⁻¹
LUMO level (spin up / spin down): -0.076 / -0.191 Ha
HOMO-LUMO gap (spin up / spin down): 0.2893 / 0.1849 Eh

Geometry (Å):
Ru1 -0.9555 1.8902 0.3958
C1 -1.2940 4.6803 -1.0710
N1 -0.8438 4.1739 0.2358
C2 -1.6471 4.8041 1.2992
C3 0.5750 4.5460 0.4454
C4 1.5392 3.6062 -0.2511
N2 1.4627 2.2353 0.2802
C5 2.0422 2.1642 1.6425
C6 1.5409 0.9846 2.4218
C7 2.4053 -0.0309 2.7942
C8 1.9578 -1.1113 3.5488
C9 0.6348 -1.0785 3.9774
C10 -0.2734 -0.0709 3.6420
C11 0.1948 0.9325 2.7961
O1 -0.6395 1.9006 2.2940
C12 -1.6947 -0.0633 4.2091
C13 -1.9265 1.2661 4.9383
C14 -2.7279 -0.2234 3.0920
C15 -1.9230 -1.1952 5.2151
C16 2.9150 -2.2504 3.8891
C17 3.4831 -2.8291 2.5869
C18 4.0647 -1.7092 4.7467
C19 2.2230 -3.3794 4.6542
C20 2.1866 1.3050 -0.5934
C21 1.4800 0.6694 -1.7779
C22 2.1261 -0.3677 -2.3784
C23 1.5824 -1.0569 -3.4881
C24 0.3895 -0.5830 -4.0447
C25 -0.3070 0.4899 -3.5409
C26 0.1809 1.0625 -2.2971
O2 -0.5629 1.8446 -1.6311
C27 -1.5902 0.9304 -4.2359
C28 -1.3824 0.8444 -5.7549
C29 -2.7063 -0.0432 -3.8258
C30 -2.0379 2.3627 -3.9227
C31 2.3025 -2.2825 -4.0201
C32 3.7349 -1.8971 -4.4253
C33 1.6013 -2.8953 -5.2298
C34 2.3487 -3.3304 -2.8941
H1 -1.2112 5.7714 -1.0997
H2 -0.6962 4.2468 -1.8680
H3 -2.3321 4.3942 -1.2349
H4 -1.4561 5.8813 1.3325
H5 -2.7053 4.6441 1.1012
H6 -1.3913 4.3457 2.2537
H7 0.7434 5.5713 0.0936
H8 0.7451 4.5483 1.5213
H9 1.3210 3.5655 -1.3210
H10 2.5616 4.0000 -0.1469
H11 3.1378 2.1362 1.5718
H12 1.7811 3.0805 2.1685
H13 3.4438 0.0364 2.4911
H14 0.2833 -1.8825 4.6006
H15 -1.8287 2.1140 4.2627
H16 -2.9299 1.2800 5.3649
H17 -1.2124 1.3897 5.7537
H18 -2.6936 0.6113 2.3945
H19 -2.5604 -1.1476 2.5362
H20 -3.7284 -0.2637 3.5250
H21 -1.2312 -1.1475 6.0566
H22 -2.9337 -1.1094 5.6137
H23 -1.8375 -2.1799 4.7535
H24 4.0475 -2.0831 2.0261
H25 4.1578 -3.6578 2.8042
H26 2.6824 -3.2019 1.9451
H27 4.6197 -0.9278 4.2262
H28 3.6880 -1.2892 5.6797
H29 4.7637 -2.5095 4.9903
H30 1.3848 -3.7961 4.0942
H31 2.9356 -4.1842 4.8361
H32 1.8528 -3.0449 5.6236
H33 3.0926 1.8012 -0.9745
H34 2.5385 0.4808 0.0322
H35 3.0700 -0.6993 -1.9670
H36 -0.0006 -1.0895 -4.9136
H37 -1.2046 -0.1701 -6.1072
H38 -2.2853 1.1991 -6.2507
H39 -0.5513 1.4711 -6.0791
H40 -2.4684 -1.0673 -4.1150
H41 -2.8718 -0.0239 -2.7491
H42 -3.6359 0.2430 -4.3192
H43 -1.2392 3.0863 -4.0941
H44 -2.8560 2.6093 -4.6006
H45 -2.3975 2.4777 -2.9049
H46 3.7334 -1.1337 -5.2029
H47 4.3181 -1.5270 -3.5845
H48 4.2465 -2.7763 -4.8163
H49 1.5470 -2.1997 -6.0673
H50 2.1646 -3.7658 -5.5635
H51 0.5921 -3.2314 -4.9910
H52 2.8976 -2.9714 -2.0244
H53 1.3439 -3.6066 -2.5733
H54 2.8509 -4.2275 -3.2560
I1 -3.9091 2.0242 0.1119
C35 -3.8390 -0.0196 -0.2767
C36 -5.0219 -0.6137 -0.6037
C37 -5.0560 -2.0041 -0.8429
C38 -3.9161 -2.7352 -0.7117
C39 -2.6863 -2.1260 -0.3573
C40 -1.5305 -2.9279 -0.1895
C41 -0.3452 -2.3546 0.1508
C42 -0.2614 -0.9515 0.2902
C43 -1.3432 -0.1163 0.1466
C44 -2.6065 -0.7206 -0.1571
H55 -5.9310 -0.0352 -0.6727
H56 -5.9902 -2.4770 -1.1097
H57 -3.9325 -3.8050 -0.8720
H58 -1.6184 -3.9981 -0.3233
H59 0.5373 -2.9628 0.3063
H60 0.7050 -0.5420 0.5605



Entry 2:
Below is C12H30ClMgO6 as an isolated structure at a distorted geometry, with properties calculated with the ωB97M-V functional and the def2-TZVPD basis.

## Properties
ΔE to the lowest compared entry with this formula, charge and spin: 80.0 kcal/mol
Energy: -43173.7941 eV
Net charge: +1
2S+1: 1
Maximum force: 2.761 eV Å⁻¹
LUMO level: -0.208 Ha
HOMO-LUMO gap: 0.2043 Eh

Geometry (Å):
Mg1 -3.2951 1.6238 -0.2753
Cl1 -1.7405 0.7203 -1.6689
C1 -2.7083 -1.7317 2.1468
O1 -2.0124 -0.7034 1.4229
C2 -1.1372 0.0529 2.2564
C3 -1.3652 1.5179 1.8496
O2 -2.7509 1.8315 1.6089
C4 -3.5391 1.9754 2.8094
H1 -3.2272 -1.2929 3.0058
H2 -1.9353 -2.3780 2.5775
H3 -3.3632 -2.2906 1.4894
H4 -0.1116 -0.2542 2.0548
H5 -1.3463 -0.0568 3.3243
H6 -0.8482 1.6765 0.9048
H7 -0.9648 2.1391 2.6512
H8 -4.3694 2.6637 2.6336
H9 -2.8976 2.1894 3.6535
H10 -4.1339 1.0698 2.9841
C5 2.6107 -1.8016 -1.4017
O3 1.4018 -2.1544 -2.0015
C6 0.3919 -2.3262 -1.0351
C7 -0.8348 -3.0358 -1.5371
O4 -1.3190 -2.3945 -2.6814
C8 -2.5277 -2.9507 -3.1540
H11 2.5876 -0.9215 -0.7464
H12 3.3707 -1.5185 -2.1343
H13 3.0295 -2.6655 -0.8672
H14 0.1371 -1.3256 -0.6563
H15 0.7751 -2.9341 -0.1992
H16 -1.5296 -3.0110 -0.6882
H17 -0.5683 -4.0866 -1.7052
H18 -2.2911 -3.9803 -3.4533
H19 -2.9543 -2.3778 -3.9702
H20 -3.3017 -3.0704 -2.3820
C9 3.4803 1.6636 -2.6988
O5 2.1914 1.3287 -2.2441
C10 1.6838 2.2676 -1.3323
C11 2.2914 2.4467 0.0237
O6 2.1553 1.3401 0.9206
C12 2.7566 1.5831 2.1606
H21 3.4439 2.5434 -3.3518
H22 3.9025 0.9094 -3.3677
H23 4.2253 1.7709 -1.9089
H24 0.6508 1.9299 -1.2014
H25 1.6756 3.2638 -1.7954
H26 2.0423 3.3824 0.5392
H27 3.3889 2.5407 -0.0949
H28 2.1798 2.1898 2.8660
H29 3.7546 2.0132 2.0134
H30 2.9458 0.6284 2.6564



Entry 3:
Below is a 2-piece molecular cluster, C11H17N2 overall at a distorted geometry, with properties calculated with the ωB97M-V functional and the def2-TZVPD basis.

## Properties
ΔE to the lowest compared entry with this formula, charge and spin: 114.4 kcal/mol
Energy: -14652.1961 eV
Net charge: +1
2S+1: 1
Maximum force: 3.906 eV Å⁻¹
LUMO level: -0.151 Ha
HOMO-LUMO gap: 0.2809 Eh

Geometry (Å):
C1 3.2500 -0.9277 -0.4716
C2 2.9095 0.3758 -1.0150
C3 2.5330 -1.3205 0.5354
C4 1.8172 1.0270 -0.7584
C5 1.5366 -0.3724 1.2445
C6 0.9261 0.5862 0.3038
C7 -1.9711 2.8346 0.9583
C8 -0.9358 2.3661 0.2809
C9 -2.1696 -1.0089 -1.1882
C10 -0.3040 1.0976 0.6262
C11 -0.7785 -1.0118 -0.7805
N1 -0.4241 -1.9296 0.1168
N2 -3.1407 -1.1905 -0.1565
H1 4.0775 -1.4633 -0.8149
H2 3.4471 0.7760 -1.8655
H3 2.5373 -2.2229 1.0145
H4 1.5190 1.9762 -1.0714
H5 2.2026 0.4053 1.8544
H6 -2.3218 3.8483 0.6695
H7 -2.4667 2.1873 1.6426
H8 -0.4734 2.8736 -0.5244
H9 -2.1411 -1.8805 -1.9452
H10 -2.3493 -0.0526 -1.7996
H11 -0.7349 0.5996 1.5438
H12 -0.0563 -0.6551 -1.5981
H13 0.6309 -0.7590 1.8218
H14 -1.0163 -2.5071 0.6718
H15 -2.6360 -0.7943 0.6426
H16 0.5734 -2.0762 0.2801
H17 -4.0407 -0.7811 -0.2179



Entry 4:
Below is an isolated ion of composition C4H7N2O2 and charge +1 at a distorted geometry, with properties calculated with the ωB97M-V functional and the def2-TZVPD basis.

## Properties
ΔE to the lowest compared entry with this formula, charge and spin: 126.4 kcal/mol
SMILES: Cc1c(=O)o[nH][n+]1C
Energy: -11324.2427 eV
Net charge: +1
2S+1: 1
Maximum force: 11.623 eV Å⁻¹
LUMO level (spin up / spin down): -0.215 / -0.220 Ha
HOMO-LUMO gap (spin up / spin down): 0.2939 / 0.2927 Eh

Geometry (Å):
C1 -1.1375 1.1508 -0.8317
C2 -0.4004 0.6607 0.1626
C3 -0.1877 1.1650 1.5477
O1 -0.6575 2.1196 2.1192
O2 0.7802 0.2466 2.0997
N1 1.1351 -0.7660 1.3349
N2 0.5988 -0.5870 0.1099
C4 0.5563 -1.4824 -1.0065
H1 -1.5471 2.2119 -0.5707
H2 -1.9541 0.4470 -0.9851
H3 -0.5487 1.1162 -1.8462
H4 1.7901 -1.4793 1.6846
H5 0.0802 -0.9032 -1.8169
H6 -0.1410 -2.3076 -0.7319
H7 1.6335 -1.5921 -1.2697



Entry 5:
Below is C39H47BrCl5IMnNO3P2S as an isolated structure, with properties calculated with the ωB97M-V functional and the def2-TZVPD basis.

## Properties
ΔE to the lowest compared entry with this formula, charge and spin: 49.0 kcal/mol
Energy: -250330.5261 eV
Net charge: -1
2S+1: 6
Maximum force: 0.318 eV Å⁻¹
LUMO level (spin up / spin down): 0.044 / 0.075 Ha
HOMO-LUMO gap (spin up / spin down): 0.2087 / 0.2550 Eh

Geometry (Å):
Mn1 0.5001 -0.5504 -0.2751
C1 -3.1426 1.3525 2.6812
C2 -3.2650 -0.1272 3.0297
C3 -4.6375 -0.6461 2.5890
P1 -1.8416 -1.0990 2.2781
C4 -1.9763 -2.6924 3.2376
C5 -2.9159 -3.6521 2.4925
C6 -0.6301 -3.3956 3.3902
C7 -0.4872 -0.1736 3.0969
C8 -0.1570 -0.3244 4.4384
C9 0.9023 0.3593 5.0196
C10 1.2914 0.0993 6.4500
C11 1.6353 1.2282 4.2206
C12 1.3164 1.4101 2.8853
C13 0.2454 0.7268 2.3145
N1 -0.0865 0.9117 0.9431
C14 -0.4619 2.1685 0.5221
C15 -0.6285 3.2747 1.3772
C16 -1.0897 4.4851 0.8985
C17 -1.4171 4.6825 -0.4408
C18 -1.9072 6.0107 -0.9565
C19 -1.2524 3.5982 -1.2876
C20 -0.7659 2.3774 -0.8352
P2 -0.6300 0.9238 -1.8855
C21 -2.3863 0.7371 -2.4670
C22 -2.6108 -0.4136 -3.4546
C23 -3.3920 0.7332 -1.3203
C24 0.1709 1.3460 -3.5138
C25 0.8395 2.7153 -3.5882
C26 1.1238 0.2309 -3.9399
H1 -3.9940 1.9041 3.0907
H2 -3.1317 1.5029 1.6000
H3 -2.2314 1.7916 3.0823
H4 -3.1813 -0.2322 4.1177
H5 -4.6893 -0.7341 1.4997
H6 -5.4198 0.0512 2.9024
H7 -4.8763 -1.6171 3.0200
H8 -2.3948 -2.4725 4.2276
H9 -2.4360 -4.0011 1.5763
H10 -3.8699 -3.2133 2.2086
H11 -3.1184 -4.5277 3.1160
H12 -0.1919 -3.5994 2.4095
H13 -0.7751 -4.3586 3.8898
H14 0.1046 -2.8211 3.9457
H15 -0.7269 -1.0165 5.0518
H16 0.4195 -0.1393 7.0611
H17 1.7928 0.9628 6.8891
H18 1.9771 -0.7501 6.5048
H19 2.4813 1.7594 4.6449
H20 1.8978 2.0763 2.2595
H21 -0.4016 3.1717 2.4278
H22 -1.2023 5.3101 1.5950
H23 -1.9629 6.7428 -0.1502
H24 -2.9023 5.9292 -1.4007
H25 -1.2381 6.4103 -1.7220
H26 -1.5042 3.7158 -2.3366
H27 -2.5183 1.6811 -3.0107
H28 -2.7705 -1.3533 -2.9315
H29 -1.7743 -0.5550 -4.1394
H30 -3.4980 -0.2102 -4.0589
H31 -3.1738 -0.0484 -0.5923
H32 -4.3983 0.5665 -1.7146
H33 -3.3865 1.6887 -0.7957
H34 -0.6749 1.3549 -4.2055
H35 1.5201 2.8888 -2.7577
H36 0.1084 3.5225 -3.6106
H37 1.4230 2.7643 -4.5116
H38 1.9896 0.2107 -3.2806
H39 1.4766 0.4087 -4.9588
H40 0.6513 -0.7537 -3.9031
Cl1 -2.2240 -2.5624 -0.8650
C27 -0.7095 -3.1548 -1.4714
C28 0.4138 -2.3388 -1.4293
C29 1.5835 -2.9280 -1.9130
Cl2 3.0578 -2.0259 -1.8930
C30 1.6432 -4.2280 -2.4088
Cl3 3.1222 -4.8888 -2.9951
C31 0.4909 -5.0071 -2.4224
Cl4 0.5377 -6.6232 -3.0179
C32 -0.6950 -4.4670 -1.9468
Cl5 -2.1289 -5.4308 -1.9436
Br1 3.7344 4.8106 -2.8244
C33 4.4273 3.2620 -3.7119
C34 5.2473 3.4364 -4.8208
C35 5.7350 2.3118 -5.4715
C36 5.4064 1.0389 -5.0164
C37 4.5885 0.8862 -3.9019
C38 4.1054 2.0114 -3.2651
I1 2.8115 1.4138 -0.7184
H41 5.4961 4.4324 -5.1648
H42 6.3766 2.4328 -6.3356
H43 5.7903 0.1644 -5.5289
H44 4.3365 -0.1044 -3.5407
C39 3.9671 -1.2607 1.5448
S1 2.5356 -2.2397 1.8504
O1 2.7794 -3.5691 1.3452
O2 2.2709 -2.1076 3.2609
O3 1.4228 -1.5997 1.0427
H45 4.7555 -1.7271 2.1357
H46 3.7704 -0.2469 1.8856
H47 4.2156 -1.2643 0.4884



Entry 6:
Below is an isolated ion of composition CH3N2O2S and charge -1 at a distorted geometry, with properties calculated with the ωB97M-V functional and the def2-TZVPD basis.

## Properties
ΔE to the lowest compared entry with this formula, charge and spin: 46.0 kcal/mol
Energy: -18995.3037 eV
Net charge: -1
2S+1: 1
Maximum force: 5.600 eV Å⁻¹
LUMO level: 0.153 Ha
HOMO-LUMO gap: 0.2867 Eh

Geometry (Å):
C1 -1.7262 0.4911 0.3119
N1 0.1788 -0.6634 -0.4338
N2 -1.1453 -0.4959 -0.3202
O1 1.9651 1.3908 -0.3376
O2 2.7603 -0.8978 0.0955
S1 1.7857 0.1165 0.4198
H1 -1.2181 1.3043 0.6342
H2 -2.9259 0.3920 0.3003
H3 0.3255 -1.6376 -0.6702



Q: maximum force of number 4 (C4H7N2O2)?
A: 11.623 eV Å⁻¹



Q: Among the records above, which one has the lowest ΔE to the lowest compared entry with this formula, charge and spin?
A: C44H60IN2O2Ru



Q: What is the energy in the third record?
A: -14652.1961 eV



Q: The lowest ΔE to the lowest compared entry with this formula, charge and spin belongs to which entry?
A: C44H60IN2O2Ru